DFT (ωB97M-V/def2-TZVPD) results for one molecule with the formula C4H10NOP.

XYZ file:
```
17
Properties=species:S:1:pos:R:3:forces:R:3
C -1.212957 -0.917946 -1.190666 -1.584 3.403 0.674
C -0.953743 -0.308404 0.181966 2.454 -1.894 -0.510
C -2.042998 0.020819 1.073306 -3.791 1.622 -1.412
N 0.200462 -0.246166 0.743158 -0.547 0.067 -1.115
P 1.755191 -0.672528 0.077677 -1.919 1.203 -1.634
C 2.032020 1.008338 -0.672883 3.412 -1.522 1.007
O 2.522054 -0.480811 1.409759 2.489 -0.963 2.372
H -1.524878 -0.182457 -1.945603 0.072 0.825 0.435
H -0.399479 -1.282724 -1.669413 2.630 -1.911 -0.872
H -2.087734 -1.484582 -1.247834 -1.081 -1.722 0.470
H -2.366020 -0.795070 1.696939 0.037 -0.535 0.151
H -1.670825 0.811692 1.699621 -0.367 0.409 0.378
H -3.020114 0.349288 0.446948 2.115 -0.475 1.547
H 3.101413 1.042949 -1.037245 -1.010 -0.132 0.227
H 1.428150 1.013786 -1.484923 -1.973 0.558 -2.716
H 1.921441 1.858225 -0.043819 -0.550 0.531 0.772
H 2.318011 0.265583 1.963010 -0.388 0.536 0.226
```
Forces are in eV/Å.

Output
SMILES string = CC(C)=NP(C)O
Energy above the lowest of the compared OMol25 structures with the same formula, charge and spin = 95.5 kJ/mol
DFT total energy = -629.73560 Eh